DFT (the ωB97M-V functional and the def2-TZVPD basis) results for 3 unconnected molecules or ions with the total composition C18H45N3.

Last column: Mulliken charge in e.
Cartesian coordinates (Å):
C  0.005  1.118  2.321  -1.38
C  0.698  -0.165  1.929  -0.43
N  1.670  0.008  0.860  -0.01
C  2.292  -1.261  0.520  -0.24
C  2.999  -1.920  1.711  -1.48
C  1.060  0.652  -0.304  -0.35
C  1.941  0.705  -1.535  -0.99
H  0.770  1.878  2.499  0.39
H  -0.545  0.964  3.251  0.34
H  -0.736  1.476  1.608  0.34
H  1.201  -0.551  2.812  0.40
H  -0.087  -0.889  1.620  0.31
H  1.566  -1.975  0.086  0.32
H  3.041  -1.071  -0.247  0.33
H  2.317  -2.560  2.272  0.32
H  3.823  -2.536  1.355  0.42
H  3.391  -1.165  2.391  0.36
H  0.822  1.683  -0.033  0.35
H  0.077  0.187  -0.518  0.37
H  2.891  1.201  -1.314  0.35
H  1.481  1.351  -2.286  0.48
H  2.159  -0.261  -1.986  -0.17
C  2.140  -3.146  -7.815  -1.45
C  2.243  -3.641  -6.373  -0.28
N  3.179  -2.887  -5.546  0.06
C  3.288  -3.431  -4.198  -0.92
C  2.067  -3.280  -3.303  -0.80
C  2.997  -1.446  -5.601  -0.29
C  4.110  -0.664  -4.916  -1.27
H  3.146  -2.976  -8.218  0.37
H  1.641  -2.184  -7.911  0.34
H  1.679  -3.916  -8.428  0.40
H  1.233  -3.669  -5.935  0.28
H  2.631  -4.662  -6.426  0.34
H  3.543  -4.491  -4.293  0.41
H  4.163  -2.971  -3.736  0.39
H  2.273  -3.624  -2.290  0.38
H  1.785  -2.226  -3.223  0.07
H  1.216  -3.813  -3.722  0.34
H  2.020  -1.104  -5.210  0.28
H  2.998  -1.150  -6.651  0.41
H  5.083  -0.850  -5.367  0.34
H  4.144  -0.897  -3.849  0.17
H  3.904  0.407  -4.956  0.40
C  -5.832  3.179  6.413  -1.29
C  -5.447  2.683  5.033  -0.34
N  -4.058  3.003  4.710  0.18
C  -3.838  3.207  3.294  -0.30
C  -4.464  4.518  2.761  -1.34
C  -3.074  2.110  5.304  -0.63
C  -3.011  0.703  4.749  -1.08
H  -5.666  4.257  6.484  0.30
H  -5.180  2.737  7.168  0.28
H  -6.866  2.948  6.664  0.41
H  -5.599  1.589  5.006  0.18
H  -6.067  3.084  4.234  0.40
H  -2.760  3.247  3.125  0.31
H  -4.225  2.372  2.684  0.26
H  -4.450  5.276  3.544  0.31
H  -3.888  4.850  1.900  0.42
H  -5.504  4.367  2.474  0.33
H  -3.251  2.068  6.385  0.28
H  -2.100  2.609  5.262  0.40
H  -2.780  0.664  3.681  0.19
H  -3.984  0.211  4.832  0.35
H  -2.276  0.069  5.246  0.42

Values from the calculation:
Calculated total energy: -877.03235 a.u.
Net charge: 0
2S+1: 1
Orbital gap: 9.167 eV
LUMO: 0.902 eV
Structure (SMILES): CCN(CC)CC.CCN(CC)CC.CCN(CC)CC
HOMO level: -8.27 eV
Maximum force: 0.85 eV/Å



DFT (the ωB97M-V functional and the def2-TZVPD basis) results for a molecular structure, C18H46AsF6MgN3O15.

Last column: Mulliken charge in e.
Cartesian coordinates (Å):
Mg  -1.005  -1.935  -2.133  1.69
N  1.906  -2.571  -3.428  0.56
O  0.821  -2.198  -2.873  -0.48
O  2.785  -1.755  -3.625  -0.62
O  1.999  -3.754  -3.769  -0.64
As  0.668  0.722  -0.221  2.48
F  1.558  1.936  0.632  -0.49
F  2.031  -0.256  -0.621  -0.49
F  -0.337  -0.452  -1.137  -0.40
F  -0.811  1.567  0.131  -0.48
F  0.819  1.624  -1.689  -0.52
F  0.562  -0.215  1.234  -0.39
C  3.522  -1.309  2.194  -0.60
N  2.790  -2.598  2.039  1.09
O  1.962  -2.903  2.872  -0.57
O  3.068  -3.255  1.054  -0.59
H  4.591  -1.450  2.280  0.32
H  3.114  -0.869  3.103  0.17
H  3.229  -0.636  1.395  0.15
C  -2.017  3.274  -1.630  0.04
N  -2.783  4.288  -2.436  0.96
O  -3.835  4.690  -1.983  -0.58
O  -2.308  4.629  -3.501  -0.57
H  -2.043  3.623  -0.606  0.36
H  -1.027  3.303  -2.069  0.06
H  -2.503  2.314  -1.759  -0.32
C  2.329  4.767  -2.456  -0.39
O  3.273  5.042  -1.453  -0.30
C  2.609  5.324  -0.257  -0.04
C  3.556  5.216  0.971  -0.59
O  4.654  4.396  0.648  -0.27
C  5.258  3.826  1.773  -0.74
H  2.803  4.409  -3.371  0.29
H  1.713  5.631  -2.726  0.34
H  1.694  3.931  -2.138  -0.06
H  1.859  4.549  -0.043  -0.06
H  2.086  6.287  -0.236  0.33
H  2.985  4.716  1.761  0.33
H  3.852  6.211  1.321  0.35
H  5.465  4.530  2.585  0.32
H  6.179  3.356  1.422  0.25
H  4.671  3.001  2.207  0.25
C  -2.269  -1.228  4.237  -0.39
O  -1.854  -0.134  5.011  -0.39
C  -0.461  0.047  5.093  0.00
C  0.252  -0.941  6.034  -0.28
O  0.407  -0.461  7.339  -0.45
C  -0.780  -0.422  8.091  -0.67
H  -1.907  -1.192  3.199  -0.17
H  -3.355  -1.161  4.176  0.31
H  -1.950  -2.185  4.660  0.29
H  -0.293  1.031  5.544  0.47
H  0.069  0.107  4.135  -0.22
H  1.221  -1.181  5.596  0.19
H  -0.322  -1.879  6.056  0.33
H  -1.457  0.329  7.666  0.25
H  -0.517  -0.112  9.099  0.27
H  -1.323  -1.372  8.147  0.29
C  -4.028  -0.779  -2.374  -0.82
O  -2.986  -1.548  -1.813  -0.14
C  -3.044  -1.522  -0.365  -0.94
C  -2.155  -2.560  0.292  0.13
O  -0.951  -2.815  -0.426  0.32
C  -0.041  -3.697  0.279  -1.03
H  -3.973  -0.855  -3.460  0.21
H  -3.922  0.279  -2.126  0.23
H  -5.013  -1.162  -2.101  0.33
H  -4.100  -1.656  -0.114  0.68
H  -2.784  -0.497  -0.081  0.30
H  -2.637  -3.469  0.662  0.53
H  -1.891  -2.054  1.234  -0.42
H  0.953  -3.463  -0.087  0.15
H  -0.356  -4.712  0.040  0.28
H  -0.085  -3.526  1.353  0.40
C  -1.099  -4.764  -3.289  -0.86
O  -1.612  -3.426  -3.282  -0.38
C  -2.018  -3.017  -4.589  -0.66
C  -1.310  -1.722  -4.991  -0.79
O  -1.312  -0.824  -3.903  0.11
C  -0.862  0.487  -4.287  -0.78
H  -1.797  -5.458  -3.752  0.33
H  -0.837  -5.083  -2.283  0.15
H  -0.142  -4.769  -3.823  0.42
H  -3.110  -2.900  -4.597  0.20
H  -1.844  -3.783  -5.343  0.61
H  -1.712  -1.345  -5.933  0.57
H  -0.270  -2.018  -5.187  0.19
H  0.179  0.430  -4.611  0.34
H  -0.976  1.167  -3.454  -0.03
H  -1.469  0.806  -5.138  0.37

Values from the calculation:
Calculated total energy: -5041.13823 a.u.
Net charge: 0
2S+1: 1
Orbital gap: 8.701 eV
LUMO: -0.388 eV
HOMO level: -9.09 eV
Maximum force: 2.14 eV/Å



DFT (the ωB97M-V functional and the def2-TZVPD basis) results for a molecular structure, C18H46MgO11S6.

Last column: Mulliken charge in e.
Cartesian coordinates (Å):
Mg  0.828  -0.472  -1.141  2.08
O  -0.441  0.586  -2.198  -0.84
C  -1.147  1.363  -1.316  -0.62
C  -0.953  1.091  0.227  2.03
O  0.062  0.225  0.605  -0.03
H  -2.234  1.265  -1.530  0.20
H  -0.986  2.455  -1.466  -0.02
H  -1.916  0.589  0.509  -2.03
H  -1.039  2.034  0.805  0.23
C  -4.903  1.405  0.474  -1.08
C  -4.771  1.619  1.969  0.37
C  -3.761  0.634  2.591  0.46
O  -2.842  1.446  3.285  -0.27
C  -3.126  2.751  3.084  0.71
O  -2.539  3.647  3.557  -0.51
O  -4.155  2.885  2.207  -0.41
H  -3.920  1.377  -0.004  0.07
H  -5.488  2.157  -0.057  0.39
H  -5.407  0.452  0.278  0.34
H  -5.789  1.535  2.356  0.21
H  -3.272  0.059  1.807  -0.60
H  -4.244  -0.109  3.228  0.42
C  1.671  3.431  4.688  -0.82
S  1.601  1.631  4.831  0.57
O  1.262  1.327  6.243  -0.71
C  0.130  1.384  3.861  -0.65
H  0.638  3.782  4.656  0.21
H  2.205  3.730  3.788  0.24
H  2.134  3.855  5.575  0.38
H  0.411  1.431  2.798  -0.06
H  -0.682  2.063  4.105  0.46
H  -0.121  0.328  3.960  0.30
C  -3.768  -3.497  -3.515  -1.02
S  -2.121  -4.119  -3.191  0.53
O  -1.971  -5.342  -4.022  -0.66
C  -1.290  -2.806  -4.117  -0.80
H  -3.982  -3.512  -4.583  0.39
H  -3.774  -2.425  -3.272  0.30
H  -4.521  -3.982  -2.902  0.36
H  -1.086  -1.932  -3.494  0.12
H  -1.942  -2.576  -4.960  0.49
H  -0.371  -3.201  -4.546  0.24
C  3.023  -1.473  2.503  -0.56
S  3.682  -1.270  0.853  0.25
O  2.471  -1.181  -0.009  -0.56
C  4.308  0.377  1.072  -0.80
H  2.232  -0.728  2.619  -0.18
H  3.760  -1.284  3.282  0.48
H  2.595  -2.472  2.514  0.29
H  3.538  1.087  1.355  0.04
H  4.800  0.701  0.157  0.26
H  5.079  0.380  1.852  0.51
C  2.015  3.509  -0.055  -0.41
S  2.684  2.688  -1.539  0.34
O  2.418  1.250  -1.308  -0.52
C  1.409  3.236  -2.676  -0.76
H  1.355  4.338  -0.292  0.45
H  2.823  3.765  0.629  0.36
H  1.418  2.717  0.414  -0.29
H  0.428  3.343  -2.221  0.10
H  1.328  2.419  -3.397  0.16
H  1.683  4.172  -3.166  0.46
C  3.220  -3.224  -2.941  -0.78
S  2.485  -1.825  -3.785  0.31
O  1.895  -1.006  -2.701  -0.52
C  4.028  -0.987  -4.168  -0.94
H  3.792  -2.858  -2.085  0.14
H  3.896  -3.737  -3.621  0.49
H  2.399  -3.801  -2.521  0.23
H  4.443  -0.621  -3.229  0.19
H  3.805  -0.129  -4.798  0.34
H  4.708  -1.681  -4.659  0.43
C  -2.190  -1.876  0.243  -0.29
S  -0.841  -3.006  -0.149  0.38
O  0.042  -2.212  -1.043  -0.94
C  -0.071  -2.978  1.474  -0.66
H  -2.592  -1.508  -0.695  0.39
H  -1.815  -1.169  0.973  -0.79
H  -2.905  -2.562  0.716  0.77
H  0.922  -3.400  1.325  0.29
H  -0.653  -3.629  2.125  0.52
H  0.002  -1.932  1.778  -0.11

Values from the calculation:
Calculated total energy: -4130.20564 a.u.
Net charge: 0
2S+1: 1
Orbital gap: 6.969 eV
LUMO: 0.115 eV
HOMO level: -6.85 eV
Maximum force: 1.94 eV/Å



What is the maximum force in the first record?
0.85 eV/Å